(1)
This record from OMol25 describes a 8-piece molecular cluster, C36H42F3N5O2 overall. The level of theory is ωB97M-V/def2-TZVPD.

Element x y z (Å)
C: -0.8085 1.3411 -1.7060
C: -0.2192 -0.0112 -1.1716
O: -0.1525 -0.0196 0.2005
C: -1.1917 -0.3032 0.9469
O: -2.3213 -0.4574 0.5142
C: -0.8731 -0.5072 2.4390
F: 0.3961 -0.3144 2.7519
F: -1.6418 0.3957 3.1142
F: -1.2237 -1.7393 2.8224
H: -0.4964 2.2660 -1.2210
H: -1.8961 1.2813 -1.7457
H: -0.5998 1.5469 -2.7559
H: 0.8248 -0.0625 -1.4807
H: -0.6096 -0.9388 -1.5903
C: -3.2486 -2.8267 -5.0534
C: -2.5381 -2.2111 -4.0012
C: -2.4317 -3.0888 -2.9492
N: -3.1423 -4.2208 -3.3091
C: -3.6627 -4.0869 -4.6059
H: -3.6155 -2.4117 -5.9805
H: -2.2580 -1.1682 -4.0205
H: -1.9715 -3.0040 -1.9758
H: -3.2386 -4.9817 -2.6520
H: -4.1043 -4.9605 -5.0622
C: 0.9721 0.7856 -5.0998
C: 2.1311 0.8237 -4.3204
C: 2.3045 -0.5094 -3.9067
N: 1.2492 -1.2437 -4.2615
C: 0.3860 -0.4600 -4.9943
H: 0.6206 1.7090 -5.5359
H: 2.8645 1.5691 -4.0504
H: 3.1303 -0.9623 -3.3782
H: 1.1316 -2.2438 -4.1838
H: -0.5252 -0.9023 -5.3691
C: 1.1520 5.0978 -1.9957
C: 0.2249 5.6057 -1.1000
C: -0.2504 6.7268 -1.6706
N: 0.2940 6.8744 -2.9198
C: 1.1164 5.8664 -3.2056
H: 1.6216 4.1447 -1.8023
H: -0.1244 5.1474 -0.1866
H: -0.9470 7.4950 -1.3689
H: 0.0359 7.6414 -3.5241
H: 1.4086 5.7289 -4.2363
C: -4.4609 -3.0943 1.8753
C: -3.2394 -3.5208 1.3311
C: -3.0217 -4.8565 1.6918
N: -3.9925 -5.1867 2.5427
C: -4.9502 -4.1846 2.6146
H: -4.8309 -2.0958 1.6951
H: -2.7138 -2.8818 0.6369
H: -2.3384 -5.6263 1.3647
H: -4.0529 -6.0799 3.0103
H: -5.8620 -4.3723 3.1621
C: 1.5749 -2.6511 0.6795
C: 0.5185 -3.6087 0.8516
C: 0.1130 -3.9805 -0.3644
N: 0.8860 -3.3515 -1.2779
C: 1.8471 -2.5913 -0.6748
H: 2.1072 -2.1014 1.4417
H: -0.0294 -3.8218 1.7576
H: -0.6891 -4.6788 -0.5524
H: 0.8558 -3.5167 -2.2739
H: 2.6301 -2.1366 -1.2635
C: 3.0636 2.6977 1.1114
C: 3.3951 1.8227 0.0793
C: 4.1055 2.1924 -1.0376
C: 4.5522 3.4646 -1.0366
C: 4.3530 4.3586 -0.0506
C: 3.4862 4.0305 0.9321
H: 2.4447 2.3119 1.9079
H: 3.0821 0.7894 0.1079
H: 4.3342 1.3777 -1.7087
H: 5.1063 3.7848 -1.9066
H: 4.7638 5.3513 -0.1609
H: 3.1990 4.7999 1.6334
C: 0.0507 1.3623 8.4521
C: 0.1040 -0.0172 8.4105
C: 0.6133 -0.5959 7.2733
C: 0.9518 0.1499 6.1323
C: 0.9352 1.5231 6.1731
C: 0.4708 2.0979 7.3630
H: -0.4983 1.7658 9.2901
H: -0.2819 -0.6201 9.2192
H: 0.4593 -1.6633 7.2145
H: 1.3196 -0.2578 5.2023
H: 1.2896 2.0320 5.2889
H: 0.5766 3.1680 7.4637

Atomic forces in eV per Å
-0.8 -0.9 -0.8
0.8 1.8 -2.7
0.7 -0.2 2.9
-1.8 -0.6 -1.8
1.3 0.1 0.9
-1.1 0.5 0.1
0.3 0.2 0.1
0.7 -0.6 -0.1
0.1 0.4 0.0
0.2 -0.4 0.6
-0.1 0.1 0.6
0.6 -0.6 -0.1
0.1 0.2 0.1
-0.8 0.2 0.2
-1.3 -1.6 0.3
0.1 0.6 -0.1
-0.8 -0.4 -0.7
0.4 0.5 -0.3
1.5 0.5 1.4
0.4 0.2 0.0
0.3 -0.1 0.2
-0.2 0.1 -0.1
-0.2 -0.1 -0.5
-0.2 0.4 -0.1
-0.9 1.2 0.3
1.2 -2.8 0.7
1.4 1.3 0.9
-1.2 -0.3 -0.9
0.2 0.0 -0.4
-0.6 -0.4 -0.3
-0.4 0.3 -0.4
0.0 0.1 0.1
0.2 0.3 0.1
0.2 0.3 -0.1
0.6 -1.1 -2.4
-0.1 0.0 0.6
-1.2 2.1 -0.7
-1.3 1.3 0.4
0.6 -1.8 1.8
0.4 0.0 -0.5
0.3 0.2 0.1
0.0 -0.2 0.3
0.2 -0.3 0.0
0.6 -0.2 0.4
-0.2 -1.4 0.9
0.3 -0.8 -0.9
1.0 1.5 -0.8
-2.1 -0.2 0.4
0.7 0.6 -0.1
-0.4 -0.2 0.3
0.4 -0.4 0.1
0.3 0.4 0.1
-0.2 0.2 -0.2
0.2 0.3 0.1
0.6 -0.4 -0.3
0.3 1.6 1.7
-0.9 -0.9 -0.5
0.4 -0.4 -1.8
-0.6 0.0 0.9
0.0 -0.2 0.0
0.3 -0.1 0.1
0.1 0.2 -0.6
-0.1 -0.1 0.3
-0.2 0.2 0.2
0.2 0.4 -1.5
-0.7 -1.0 0.8
-0.6 -1.3 1.2
2.1 0.2 -3.1
-0.4 1.3 -0.3
-0.8 -0.7 2.6
0.0 0.4 0.2
-0.2 -0.2 0.4
0.1 0.5 -0.6
0.4 0.1 -0.1
-0.1 0.1 0.2
-0.1 0.0 0.3
-0.7 -0.4 0.1
0.3 0.4 -0.4
-0.9 -0.9 -1.1
0.5 -0.3 0.3
-0.3 -0.5 1.1
0.8 1.2 -0.4
0.4 0.7 0.1
0.1 0.0 0.0
0.6 -0.3 -0.2
-0.2 -0.7 0.1
-0.1 0.6 0.2
-0.5 0.3 0.0

SMILES: CCOC(=O)C(F)(F)F.c1cc[nH]c1.c1cc[nH]c1.c1cc[nH]c1.c1cc[nH]c1.c1cc[nH]c1.c1ccccc1.c1ccccc1
Kohn-Sham gap: 8.5 eV
Charge: 0
HOMO: -0.295 Eh


(2)
This record from OMol25 describes C36H43AsBN6ORh as an isolated structure. The level of theory is ωB97M-V/def2-TZVPD.

Element x y z (Å)
Rh: 0.0559 -1.3019 0.1681
C: 2.2689 -0.9880 -2.4940
C: 3.2799 -1.5301 -1.4854
C: 4.6089 -1.8456 -2.1649
C: 2.7421 -2.7292 -0.7635
C: 3.2837 -3.9905 -0.6035
C: 2.3810 -4.6858 0.2000
N: 1.3641 -3.8908 0.5051
N: 1.5626 -2.6804 -0.0891
B: 0.1072 -4.1687 1.4016
N: -1.1531 -3.9942 0.5259
C: -2.1257 -4.8616 0.2311
C: -2.9957 -4.2699 -0.6684
C: -2.4648 -3.0067 -0.9174
N: -1.3567 -2.8538 -0.1744
C: -2.9333 -1.9277 -1.8461
C: -4.3394 -2.2030 -2.3701
C: -1.9467 -1.7828 -3.0032
N: 0.0955 -3.1299 2.5366
C: 0.1704 -3.3021 3.8618
C: 0.2183 -2.0623 4.4696
C: 0.1740 -1.1387 3.4237
N: 0.0913 -1.8031 2.2673
C: 0.1570 0.3590 3.4622
C: -1.2916 0.8542 3.4676
C: 0.9248 0.9056 4.6610
H: 2.6833 -0.1265 -3.0180
H: 1.3415 -0.6457 -2.0172
H: 2.0058 -1.7452 -3.2335
H: 3.4589 -0.7597 -0.7225
H: 4.4840 -2.6197 -2.9219
H: 5.3580 -2.1802 -1.4494
H: 4.9953 -0.9568 -2.6608
H: 4.2085 -4.3630 -1.0012
H: 2.4142 -5.6951 0.5729
H: 0.1656 -5.2728 1.8350
H: -2.1336 -5.8417 0.6740
H: -3.8801 -4.7043 -1.0951
H: -2.9562 -0.9904 -1.2746
H: -4.3636 -3.1279 -2.9457
H: -4.6582 -1.3967 -3.0286
H: -5.0634 -2.2829 -1.5608
H: -1.9171 -2.6979 -3.5950
H: -0.9278 -1.5823 -2.6546
H: -2.2464 -0.9631 -3.6571
H: 0.2028 -4.2919 4.2802
H: 0.2895 -1.8575 5.5210
H: 0.6537 0.7090 2.5461
H: -1.8036 0.5066 4.3649
H: -1.8462 0.4855 2.6031
H: -1.3334 1.9458 3.4614
H: 0.4268 0.6420 5.5939
H: 0.9684 1.9949 4.6144
H: 1.9444 0.5253 4.6976
O: -0.5147 0.4907 -0.2615
As: -0.2957 2.1984 -0.3901
C: -1.7950 3.0069 0.4404
C: -2.9924 2.3029 0.5055
C: -4.1114 2.9232 1.0323
C: -4.0324 4.2344 1.4803
C: -2.8370 4.9352 1.4021
C: -1.7090 4.3252 0.8778
C: 1.3505 2.6177 0.4510
C: 2.5123 2.3689 -0.2795
C: 3.7441 2.6095 0.3044
C: 3.8092 3.1079 1.6003
C: 2.6499 3.3641 2.3183
C: 1.4107 3.1160 1.7481
C: -0.1828 2.6301 -2.2405
C: -0.5207 1.7127 -3.2248
C: -0.4413 2.0887 -4.5578
C: -0.0317 3.3701 -4.8943
C: 0.3011 4.2852 -3.9044
C: 0.2279 3.9193 -2.5711
H: -3.0501 1.2794 0.1548
H: -5.0475 2.3865 1.0921
H: -4.9084 4.7146 1.8915
H: -2.7826 5.9573 1.7469
H: -0.7788 4.8791 0.8202
H: 2.4553 2.0129 -1.3043
H: 4.6527 2.4279 -0.2529
H: 4.7723 3.3079 2.0491
H: 2.7105 3.7606 3.3222
H: 0.5056 3.3014 2.3158
H: -0.8583 0.7220 -2.9584
H: -0.7045 1.3835 -5.3336
H: 0.0259 3.6609 -5.9338
H: 0.6191 5.2826 -4.1721
H: 0.4975 4.6367 -1.8038

Atomic forces in eV per Å
0.3 -0.1 0.1
-0.1 0.1 0.0
0.1 0.0 0.1
0.0 0.0 0.0
0.1 0.0 0.0
0.0 0.1 0.0
0.0 0.0 0.0
-0.2 0.0 0.1
0.1 0.0 -0.1
0.0 0.0 0.0
0.1 0.0 0.1
0.0 0.1 0.0
0.1 0.0 0.0
-0.1 0.0 0.1
-0.1 0.0 -0.1
-0.1 0.0 0.1
0.0 0.0 0.0
0.1 0.1 0.0
-0.1 -0.1 0.0
0.1 0.1 0.0
0.0 0.0 -0.1
0.0 0.1 0.1
0.0 0.0 -0.1
0.0 0.0 0.0
0.0 0.1 -0.1
0.0 0.0 0.0
0.0 0.0 0.0
0.0 0.0 0.0
0.0 0.0 0.0
0.0 0.0 0.0
0.0 0.0 0.0
0.0 0.0 0.0
0.0 0.0 0.0
0.1 0.0 0.0
0.0 -0.1 0.0
0.0 -0.1 0.0
0.0 -0.1 0.0
0.0 0.0 0.0
0.1 0.0 0.0
0.0 0.0 0.0
0.0 0.0 0.0
0.0 0.0 0.0
0.0 0.0 0.0
0.0 0.0 0.0
0.0 0.0 0.0
0.0 -0.1 0.0
0.0 0.0 0.1
-0.1 -0.1 0.0
0.0 0.0 0.0
0.0 0.0 0.0
0.0 0.0 0.0
0.0 0.0 0.0
0.0 0.0 0.0
0.0 0.0 0.0
-0.4 0.0 0.0
0.2 0.0 -0.1
0.0 -0.1 0.0
0.0 -0.1 0.0
0.0 0.0 0.0
0.0 0.0 0.0
0.0 0.0 0.0
0.1 0.0 0.0
0.0 0.1 -0.1
0.0 0.0 -0.1
0.0 0.0 0.0
0.0 0.0 0.0
0.0 0.0 0.0
-0.1 0.0 0.1
0.1 0.0 0.0
-0.1 -0.1 0.0
0.0 0.0 0.0
0.0 0.0 0.0
0.0 0.0 0.0
0.0 0.0 0.1
0.0 0.0 0.0
0.0 0.0 0.0
0.0 0.0 0.0
0.0 0.0 0.0
0.0 0.0 0.0
0.0 0.0 0.1
0.0 0.0 0.0
0.0 0.0 0.0
0.0 0.0 0.0
0.0 0.0 0.0
0.0 -0.1 0.0
0.0 0.0 0.0
0.0 0.0 0.0
0.0 0.0 0.0
0.0 0.0 0.0

Kohn-Sham gap (spin up / spin down): 9.5 / 5.6 eV
ΔE to the lowest compared entry with this formula, charge and spin: 2.9 kcal/mol
Multiplicity: 5
Charge: +2
HOMO (spin up / spin down): -0.528 / -0.528 Eh